[1]
The following is a DFT calculation (ωB97M-V/def2-TZVPD) of a molecular structure, C37H53CsN3PSbSi3.

Last column: Löwdin charge in e.
Atoms and positions in Å:
1 Cs 0.44879 0.96539 -0.61126  1.13
2 H 3.38992 0.82937 3.25255  0.11
3 Si -3.19929 -0.16022 -2.04356  0.37
4 H -5.43549 -1.10521 -1.53121  0.02
5 C 0.54381 2.46467 -5.19415  -0.29
6 H -4.98711 -0.16126 3.08487  0.04
7 C 3.80020 2.12160 -1.01871  -0.21
8 C 5.96906 1.29092 -0.40911  -0.27
9 H -0.64671 2.26239 2.95075  0.11
10 H -1.67804 -4.95465 1.28167  0.02
11 H 4.67103 5.46593 -4.78513  0.09
12 C -2.68978 1.22966 -3.22819  -0.18
13 C 1.94116 -0.05642 1.94006  -0.22
14 C -2.58648 -0.44641 5.20655  -0.18
15 N -1.53491 1.20030 1.44436  -0.08
16 C 3.40638 0.92482 -1.64928  -0.30
17 H -3.59995 2.43654 -0.92764  0.08
18 C 1.54083 0.07826 -4.25359  -0.30
19 H 0.26153 -3.10391 5.32349  0.03
20 H -3.41249 -3.58053 4.37440  0.01
21 H 1.81207 -3.14679 2.83402  0.03
22 C -0.51635 -3.74520 4.90540  -0.17
23 C -3.92781 -2.75073 3.89039  -0.18
24 H -3.58507 -0.22797 5.59692  0.03
25 H -2.84899 -2.64527 -2.41727  0.00
26 C 3.14796 2.46588 -4.30076  -0.40
27 H -3.22908 2.16356 -3.06327  0.02
28 H -1.62091 1.45640 -3.16141  0.00
29 C 2.43331 0.33205 3.17222  -0.06
30 C -2.58632 -1.71571 -2.92343  -0.21
31 H -1.53664 4.47743 2.23794  0.08
32 C 4.54925 4.39018 -4.74536  -0.10
33 H 0.98420 2.16077 -6.14659  0.04
34 C 1.64733 0.05349 4.27927  -0.06
35 H -2.70696 -4.96732 2.72126  0.02
36 C -1.78197 3.57740 1.69251  -0.11
37 H 2.11379 -0.52175 -3.54921  0.02
38 H 1.95125 -0.03501 -5.25953  0.04
39 C 5.63443 0.07050 -0.99777  -0.07
40 C -3.99206 -0.04570 2.64327  -0.17
41 C 5.61589 3.55730 -5.05255  -0.10
42 H -4.71404 -2.41168 4.57164  0.03
43 P 1.52185 1.83942 -3.72444  0.81
44 H -3.07317 4.51594 0.23320  0.10
45 C -2.63151 3.58527 0.57304  -0.10
46 H -3.66713 0.98509 2.79340  0.03
47 N 0.77410 -0.67480 1.77782  -0.06
48 C -1.26517 -1.75358 2.59149  -0.54
49 H 2.50202 0.15639 1.03022  0.06
50 C -2.91808 2.42231 -0.08804  -0.06
51 H -1.49876 -1.70165 -3.03896  0.02
52 H -2.04719 0.49988 5.14049  0.03
53 H -0.22802 -4.78159 5.10359  0.03
54 H 2.50980 4.50703 -4.10952  0.10
55 H 0.50580 -0.27482 -4.27122  0.03
56 C -0.00776 -0.94357 2.83060  -0.44
57 C 4.38846 -0.08442 -1.58979  -0.17
58 H 6.35563 -0.74006 -0.98265  0.10
59 H -2.89126 0.91307 -4.25618  0.03
60 Si -0.65595 -3.51175 3.03994  0.42
61 C -1.67483 -4.94361 2.37323  -0.19
62 H -2.08282 -1.09007 5.93145  0.02
63 C -5.08274 -0.21907 -2.06505  -0.18
64 H 4.12242 0.56876 -4.52476  0.09
65 H 4.18325 -1.05794 -2.03857  0.07
66 H -3.77674 -3.18902 -0.53974  -0.01
67 H 6.57466 3.97702 -5.33020  0.09
68 C 1.06716 -3.78022 2.34814  -0.17
69 C 5.44854 2.18154 -4.98326  -0.08
70 H 3.10858 2.97158 -1.00315  0.07
71 Sb -1.60835 -1.83287 0.36791  1.37
72 H -3.02655 -1.74994 -3.92410  0.03
73 H -3.49357 -3.74114 1.10905  -0.04
74 Si -2.84705 -1.24672 3.51426  0.47
75 C 4.22553 1.64204 -4.61103  -0.10
76 H -1.18382 -5.86140 2.70994  0.03
77 C 3.33012 3.84598 -4.36975  -0.12
78 H 1.35668 -4.82360 2.50151  0.03
79 H 5.28903 3.27827 0.03712  0.10
80 H 0.49342 3.55428 -5.16666  0.02
81 N 8.28382 1.62119 0.69914  0.11
82 C -2.47924 -0.02673 -0.36674  -0.58
83 H -0.16891 -0.81814 4.97392  0.08
84 H -5.48644 -0.24538 -3.08126  0.02
85 H -0.47861 2.08563 -5.13630  0.01
86 H -1.44559 -3.54849 5.44222  0.02
87 H -4.41785 -3.12951 2.99300  0.02
88 C -2.33831 1.17785 0.33390  -0.62
89 C 0.43087 -0.58258 4.11226  -0.06
90 H 1.98043 0.32776 5.27323  0.11
91 H 1.09843 -3.56909 1.27730  0.02
92 C 5.03448 2.32816 -0.42081  -0.06
93 H -4.06628 -0.20834 1.56751  0.00
94 H 6.27993 1.52245 -5.20152  0.10
95 C 7.25406 1.47426 0.20403  -0.21
96 H -5.49738 0.65497 -1.55545  0.02
97 H -4.30482 -2.18187 0.81463  -0.01
98 C -3.52757 -2.86269 0.47004  -0.32
99 C -1.29339 2.34544 2.07699  -0.21

As for the total charge: -1. The HOMO energy comes out at -4.002 eV. Its molecular weight is 909.7 g mol⁻¹. The spin multiplicity is 1. The value obtained for the frontier orbital gap is 0.21922 Eh.


[2]
The following is a DFT calculation (ωB97M-V/def2-TZVPD) of 13 unconnected molecules or ions with the total composition C41H110N13O21.

Last column: Löwdin charge in e.
Atoms and positions in Å:
1 H 9.61731 4.81630 4.12310  0.14
2 H -5.41547 0.59254 -9.17844  0.13
3 C 2.15873 3.32116 -5.47862  -0.24
4 H -3.14360 -7.45844 -5.74670  0.14
5 H 5.60987 2.01064 13.71125  0.16
6 C 2.29810 1.28051 -2.95844  0.00
7 C -5.57876 1.64865 -9.39302  -0.14
8 H -4.80677 -5.88165 -11.06356  0.07
9 H -2.77766 -4.78669 -4.54087  0.12
10 C 3.50342 -0.20720 -4.48281  0.01
11 N -3.21026 -5.88354 -7.25302  -0.24
12 C 2.24065 4.70735 10.69976  -0.07
13 O 10.78386 6.50843 4.01257  -0.16
14 O 6.89557 -0.67746 8.93681  -0.05
15 N 3.09607 1.24576 -4.24858  -0.34
16 H -0.95119 -7.38283 2.49148  0.10
17 H 3.42377 -11.34300 1.68187  0.09
18 O 0.37318 -0.77004 2.20911  -0.18
19 H 0.86000 1.70309 5.54094  0.11
20 H -1.53431 -3.93116 -6.00271  0.12
21 H -3.71140 -4.15520 -8.32702  0.09
22 O 3.72542 4.13883 0.92297  -0.08
23 C 3.02750 1.21737 13.62781  -0.02
24 N 2.53695 8.38441 5.37470  -0.74
25 C -3.37733 -6.39807 -5.84204  -0.08
26 O 3.72792 -4.44852 2.18695  -0.08
27 H 8.53285 7.58695 3.07312  0.16
28 C -7.29685 1.48311 -7.68473  0.05
29 H 4.89005 2.04473 -4.90374  0.12
30 C -7.08594 0.06577 3.79854  -0.26
31 H -5.33504 4.22736 -8.55533  0.14
32 C -2.28481 -5.61337 -5.05253  -0.15
33 H -9.00838 0.02659 2.99538  0.13
34 O -3.21827 5.17757 1.89828  -0.01
35 H 1.46106 -9.55657 -0.76369  0.16
36 H 0.05326 -9.86936 2.69720  0.15
37 H -6.93522 2.09110 3.94124  0.15
38 C 8.30708 6.27944 4.83531  -0.27
39 H 10.80222 8.24819 5.18529  0.08
40 C -5.42860 2.72630 -5.56119  -0.18
41 N 3.90472 -4.24260 0.97977  -0.72
42 H -5.15543 -4.80007 -7.33550  0.11
43 H 1.35113 -0.55786 4.65896  0.17
44 C -1.70193 -5.54945 -7.43479  -0.06
45 O 2.75273 3.93928 11.78507  -0.21
46 H -7.20372 1.40217 -10.73401  0.13
47 O -0.06331 -8.48557 1.00328  -0.23
48 H -2.88945 -5.46096 -10.11106  0.10
49 H 1.69422 2.49397 4.27910  0.12
50 H -6.15167 2.05004 -5.10518  0.10
51 H -0.60776 0.17865 0.65890  0.09
52 H 7.75938 6.33285 2.61693  0.18
53 H 2.61690 1.83225 14.42869  0.09
54 H -4.54150 1.82881 -9.67539  0.14
55 H 4.03189 2.85016 10.62707  0.13
56 H 4.92970 1.39714 -3.19466  0.13
57 H -7.16521 -2.16355 4.00239  0.09
58 H -1.52147 -0.91020 1.67731  0.08
59 C 9.75287 5.74960 4.66962  -0.19
60 H -3.06928 -7.74498 -8.14129  0.13
61 H 4.69633 3.34597 13.85257  0.16
62 H -4.21947 2.94627 -7.41340  0.13
63 H 5.67799 3.10444 12.49385  0.17
64 H 0.12608 -6.49970 1.32484  0.10
65 H -1.80367 -6.28268 -4.33936  0.13
66 H 3.33946 0.89308 3.04656  0.17
67 C -1.38934 -5.01031 -6.05291  -0.18
68 O 2.33953 9.13084 4.42258  -0.08
69 H 0.75281 1.31483 2.22772  0.14
70 O 5.44783 4.84260 0.08849  -0.05
71 H 7.29499 4.30543 4.66472  0.10
72 H 3.44281 0.25262 13.91919  0.09
73 H 3.51157 -0.29872 4.23835  0.18
74 H -0.53358 -1.62314 0.54710  0.08
75 H 1.60105 4.07365 10.08540  0.10
76 C -6.28204 3.69053 -8.61116  -0.07
77 H 1.32700 -8.56990 2.41318  0.14
78 N 6.36436 -0.75724 7.86444  -0.68
79 H -5.76188 3.76295 -5.51243  0.12
80 C -0.61947 -7.28362 1.45793  -0.09
81 C -4.09271 -4.56430 -7.39143  0.06
82 H -1.15359 -6.47453 -7.61268  0.14
83 N -6.01533 2.28236 -8.06476  -0.23
84 H -3.83306 -3.72650 -6.74430  0.10
85 H 3.18306 -9.96619 2.65020  0.10
86 N 2.93206 0.09351 3.51004  0.26
87 N -7.21397 1.38430 4.60670  0.25
88 O -7.78233 1.30494 1.74477  -0.19
89 H -4.94205 -7.54832 -10.80368  0.08
90 O 5.15920 -1.10904 7.72192  -0.15
91 H -3.94548 1.45796 -4.34483  0.06
92 N 7.93969 6.86485 3.45631  0.21
93 H -6.10640 0.25136 3.35792  0.16
94 H 8.24076 7.26538 5.29535  0.15
95 H 2.44687 -8.60819 0.12695  0.17
96 H -8.20544 0.78033 -0.18898  0.09
97 C 2.33258 1.80101 -5.45964  -0.07
98 H 2.88598 -10.08949 -0.41332  0.17
99 O 3.98942 -5.24748 0.24968  -0.14
100 H 4.06175 -0.58432 -3.62599  0.12
101 H 2.90831 -0.61144 2.78715  0.16
102 H 1.44473 1.17041 -5.41316  0.13
103 H 2.14870 0.83143 13.11124  0.09
104 H -1.60683 -4.95870 -8.34587  0.13
105 C -6.49018 2.17615 -10.45133  -0.19
106 H 2.06737 2.28476 -2.60297  0.11
107 H 0.55462 3.88283 -4.64911  0.11
108 H -8.76266 2.39414 0.33483  0.10
109 H 7.20735 7.54049 3.62155  0.17
110 O 6.91953 -0.34753 6.81352  -0.11
111 C 0.51950 0.51015 2.92496  -0.11
112 O -5.15690 4.73583 2.59412  -0.14
113 C -4.19289 -6.77960 -10.99319  -0.09
114 N -3.91624 4.51766 2.59956  -0.73
115 O 3.37611 8.63256 6.17937  -0.08
116 H 2.38590 2.12875 10.88650  0.14
117 H -1.51150 -7.17303 0.84136  0.09
118 H -7.80564 -0.71851 1.97339  0.14
119 H 0.90592 -10.99888 0.70082  0.16
120 H 3.10420 5.12951 10.18580  0.10
121 C -7.31713 -1.26857 4.60573  -0.01
122 O 1.44744 3.69153 -4.35267  -0.03
123 C -4.26030 2.49627 -4.44915  -0.06
124 H 4.09316 -0.29236 -5.39553  0.11
125 H 1.74486 5.56032 11.16316  0.10
126 H 12.37477 7.76914 4.56382  0.09
127 C -0.54774 -0.75905 1.21137  -0.17
128 C 2.63557 -10.79068 2.19350  -0.01
129 H -9.64585 1.03462 0.98756  0.09
130 O 5.44738 2.91832 0.86373  -0.09
131 H -0.39135 0.83362 3.42877  0.14
132 C -6.94988 3.52311 -9.99824  -0.12
133 H -2.41107 -7.13846 -10.09505  0.11
134 C -8.66834 1.34620 0.61948  -0.07
135 H -4.40926 -6.25185 -5.52292  0.13
136 H 7.52609 5.08707 6.30550  0.10
137 C 7.26654 5.22109 5.25537  0.00
138 H -6.93879 0.47528 -7.47460  0.10
139 H 3.00403 4.00298 -5.57183  0.14
140 H 9.99951 5.39702 5.67111  0.13
141 H -5.92379 2.20477 -11.38218  0.13
142 H -8.14171 1.53813 -8.37123  0.12
143 H -3.79983 -7.16157 -11.93537  0.09
144 H -0.34347 -5.23127 -5.83976  0.13
145 N 2.12968 -9.55773 -0.00670  0.23
146 H -4.60161 1.27065 -6.95410  0.13
147 C -4.94686 2.30385 -6.91709  -0.11
148 C 4.36750 1.94259 -3.95263  0.01
149 C 1.54061 0.34082 4.07197  -0.31
150 H -8.03740 3.59596 -10.00860  0.13
151 H -4.61380 2.73022 -3.44496  0.08
152 H -6.59740 1.65653 5.35891  0.17
153 C 1.67861 1.55720 4.83617  -0.06
154 H -4.70045 -7.02467 -8.30289  0.14
155 H -7.04378 4.13392 -7.96987  0.14
156 N 4.85143 3.91346 0.51388  -0.76
157 H 2.88122 0.94054 -2.10258  0.12
158 H -6.54811 -1.33001 5.37576  0.08
159 C 3.21690 2.67731 11.32993  -0.18
160 H 11.66310 6.93377 5.92340  0.09
161 H 2.53825 1.54560 5.50623  0.11
162 H 1.65906 3.52389 -6.42590  0.13
163 H 4.39340 1.16484 11.93708  0.15
164 H -3.35350 3.08521 -4.58688  0.07
165 O 1.74378 7.44920 5.54518  -0.11
166 H -7.60574 1.75263 -6.67476  0.09
167 H 1.40520 0.65671 -2.99963  0.11
168 H -6.50796 4.19764 -10.73161  0.13
169 H 6.24975 5.61291 5.28187  0.10
170 C -3.62956 -6.84689 -8.40131  -0.09
171 C -3.22187 -6.46011 -9.82943  -0.23
172 H -8.09844 1.59569 5.04616  0.17
173 C 1.56120 -10.28149 1.19485  -0.29
174 H 4.16047 2.95643 -3.61003  0.12
175 H 2.91161 1.43457 -6.30731  0.13
176 H 2.64126 -0.86306 -4.60382  0.10
177 C 0.65947 -9.31517 1.98063  -0.13
178 O -3.47558 3.75568 3.42835  -0.09
179 C 3.87448 1.92927 12.51540  -0.24
180 C -8.00049 0.15201 2.59976  -0.20
181 C 11.43328 7.38852 4.95982  -0.08
182 O 4.01166 -3.18207 0.45139  -0.05
183 H 2.03750 -11.40030 2.87083  0.10
184 N 5.07336 2.68674 13.18671  0.25
185 H -8.33147 -1.38899 4.98616  0.09

As for the total charge: +3. The HOMO energy comes out at -7.861 eV. Its molecular weight is 1121.4 g mol⁻¹. The spin multiplicity is 1. The value obtained for the frontier orbital gap is 0.05631 Eh.


[3]
The following is a DFT calculation (ωB97M-V/def2-TZVPD) of a molecular structure, C6H7NO.

Last column: Löwdin charge in e.
Atoms and positions in Å:
1 H -1.32184 -1.64945 0.58934  0.20
2 H -2.79866 -0.21940 1.04111  0.13
3 H 0.02859 3.02305 -0.60208  0.19
4 H 1.71768 -1.96820 0.68848  0.14
5 H 3.09277 0.02619 0.68798  0.17
6 C 2.23707 -0.87772 0.08911  -0.11
7 N -1.30842 -1.04806 -0.39645  0.01
8 C -0.26707 -0.17754 -0.27746  -0.30
9 C -0.03077 1.95649 0.04565  -0.16
10 H 2.91405 -1.56677 -0.95443  0.15
11 C -1.08247 1.02694 -0.07983  -0.01
12 H -3.17034 0.13324 -0.45265  0.09
13 O 1.13109 1.41528 -0.09194  -0.05
14 C 1.10870 0.01129 -0.34468  -0.27
15 C -2.25039 -0.08534 0.05783  -0.16

As for the total charge: 0. The HOMO energy comes out at -8.149 eV. Its molecular weight is 109.1 g mol⁻¹. The spin multiplicity is 1. The value obtained for the frontier orbital gap is 0.32367 Eh.


What did the third record say?
The following is a DFT calculation (ωB97M-V/def2-TZVPD) of a molecular structure, C6H7NO.

Last column: Löwdin charge in e.
Atoms and positions in Å:
1 H -1.32184 -1.64945 0.58934  0.20
2 H -2.79866 -0.21940 1.04111  0.13
3 H 0.02859 3.02305 -0.60208  0.19
4 H 1.71768 -1.96820 0.68848  0.14
5 H 3.09277 0.02619 0.68798  0.17
6 C 2.23707 -0.87772 0.08911  -0.11
7 N -1.30842 -1.04806 -0.39645  0.01
8 C -0.26707 -0.17754 -0.27746  -0.30
9 C -0.03077 1.95649 0.04565  -0.16
10 H 2.91405 -1.56677 -0.95443  0.15
11 C -1.08247 1.02694 -0.07983  -0.01
12 H -3.17034 0.13324 -0.45265  0.09
13 O 1.13109 1.41528 -0.09194  -0.05
14 C 1.10870 0.01129 -0.34468  -0.27
15 C -2.25039 -0.08534 0.05783  -0.16

As for the total charge: 0. The HOMO energy comes out at -8.149 eV. Its molecular weight is 109.1 g mol⁻¹. The spin multiplicity is 1. The value obtained for the frontier orbital gap is 0.32367 Eh.


> Number 3 is which compound?

C6H7NO


> total charge of number 1 (C37H53CsN3PSbSi3)?

-1